Density functional theory data (ωB97M-V/def2-TZVPD) for one molecule with the formula C3H6O2 at a distorted geometry.

Output
Expectation value of S²: 2.0058
2S+1: 3
Energy in Eh: -268.19537
Net charge: 0
HOMO-LUMO gap (alpha / beta) in eV: 7.234 / 7.763
ΔE to the lowest compared entry with this formula, charge and spin in eV: 0.425

Element x y z (Å)
C 0.3179 -0.1212 -1.2495
C 0.2426 0.7456 1.0200
C 0.1277 -0.6223 0.1396
O -0.5912 -0.2223 -2.0456
O -1.1524 -1.2047 0.1955
H 1.1829 0.3538 -1.5920
H -0.0966 1.4991 0.4335
H 1.2631 0.9839 1.2343
H -0.4707 0.5745 1.7930
H 0.8808 -1.1909 0.5624
H -1.7041 -0.7956 -0.4912

Computed Mulliken charges, given in elementary charges: -0.33 -1.28 0.18 -0.32 -0.55 0.50 0.38 0.38 0.36 0.36 0.32

Density functional theory data (ωB97M-V/def2-TZVPD) for C7H6LuN2O4S as an isolated structure at a distorted geometry.

Output
Energy in Eh: -2313.30491
Net charge: +3
HOMO-LUMO gap in eV: 7.064
ΔE to the lowest compared entry with this formula, charge and spin in eV: 3.207

Element x y z (Å)
O -0.5219 -1.3898 -3.2127
C -0.6347 -0.9269 -2.1462
Lu -1.2191 0.3623 -0.3194
O -2.7347 -4.5829 -1.9138
C -1.9416 -4.2360 -1.1651
C -2.7130 -0.7618 -1.8213
O -3.4578 -1.2763 -2.5650
C -2.8869 -1.0412 0.5729
O -3.8441 -1.6041 0.8966
S 0.3862 -1.4841 0.8548
C 1.2231 -0.0116 0.9627
N 2.4813 0.3863 1.0672
C 2.6978 1.8046 0.9162
C 1.3068 2.3955 0.8749
N 0.4877 1.1764 0.7782
H 3.2428 -0.2408 1.2386
H 3.2465 2.0325 0.0057
H 3.2227 2.2140 1.7646
H 1.0560 3.0517 0.0401
H 0.9884 2.8659 1.8085
H -0.3855 1.2664 1.3626

Computed Mulliken charges, given in elementary charges: -0.05 0.47 1.10 -0.13 0.15 0.22 -0.04 0.32 -0.03 -0.14 0.33 -0.01 -0.50 -0.41 -0.27 0.24 0.35 0.35 0.34 0.31 0.39

Density functional theory data (ωB97M-V/def2-TZVPD) for a 2-piece molecular cluster, C4H2NO2S overall at a distorted geometry.

Output
Energy in Eh: -756.95802
Net charge: -1
HOMO-LUMO gap (alpha / beta) in eV: 7.238 / 7.237
ΔE to the lowest compared entry with this formula, charge and spin in eV: 4.402

Element x y z (Å)
C -0.1820 0.5818 -0.2813
C 2.0742 -0.5091 0.3483
C -2.6217 -0.4234 -0.0418
C 0.9068 1.2509 -0.0431
N -1.2314 0.1002 -0.5413
O -3.4318 0.4571 0.1306
O -2.5577 -1.6394 0.0448
S 3.6121 -0.5653 -0.1503
H 1.7103 -1.1047 1.1886
H 1.7213 1.8517 -0.6545

Computed Mulliken charges, given in elementary charges: 0.83 -0.25 0.60 -0.96 -0.21 -0.62 -0.62 -0.28 0.28 0.23

Density functional theory data (ωB97M-V/def2-TZVPD) for a 2-piece molecular cluster, C4H15N3 overall at a distorted geometry.

Output
Energy in Eh: -325.59651
Net charge: 0
HOMO-LUMO gap in eV: 9.417
ΔE to the lowest compared entry with this formula, charge and spin in eV: 1.475
SMILES string: CN(C)N.CNC

Element x y z (Å)
C -0.9698 0.2115 1.4115
N -1.6167 0.1780 0.0465
C -3.0099 0.5757 0.1192
N -1.4571 -1.1247 -0.4961
H 0.0567 -0.1438 1.3997
H -1.0519 1.2326 1.7752
H -1.5152 -0.4661 2.0836
H -3.4554 0.5417 -0.8774
H -3.0730 1.5944 0.4973
H -3.6025 -0.0788 0.7828
H -1.6936 -1.0929 -1.4843
H -2.0793 -1.8032 -0.0411
C 1.9218 -1.0892 -0.6761
N 1.7785 0.2647 -0.1794
C 2.9817 1.0536 -0.3219
H 2.2769 -1.1322 -1.7172
H 2.6396 -1.6225 -0.0502
H 0.9568 -1.5871 -0.6040
H 0.9857 0.7146 -0.6331
H 3.3481 1.1148 -1.3591
H 2.8046 2.0613 0.0498
H 3.7741 0.5976 0.2743

Computed Mulliken charges, given in elementary charges: -0.92 -0.03 -0.95 -0.56 0.34 0.28 0.40 0.31 0.31 0.36 0.22 0.24 -0.94 -0.18 -0.89 0.34 0.34 0.27 0.18 0.29 0.31 0.27

Density functional theory data (ωB97M-V/def2-TZVPD) for C24H27F6NO2P2Ru as an isolated structure at a distorted geometry.

Output
Expectation value of S²: 6.0519
2S+1: 5
Energy in Eh: -2512.09721
Net charge: +2
HOMO-LUMO gap (alpha / beta) in eV: 6.814 / 4.655
ΔE to the lowest compared entry with this formula, charge and spin in eV: 3.031

Element x y z (Å)
C -3.3061 -2.6882 2.2416
C -2.2775 -2.8757 1.3155
C -2.6219 -2.8004 -0.0359
C -3.9571 -2.8329 -0.4993
C -4.9791 -2.6749 0.4569
C -4.6370 -2.5653 1.8061
C -4.0071 -3.1793 -1.8931
C -3.1033 -2.5307 -2.8030
C -1.7906 -2.5105 -2.2793
C -0.6542 -2.3144 -3.0665
C -0.8578 -1.8247 -4.3587
C -2.1623 -1.6828 -4.8633
C -3.2808 -2.0678 -4.1213
H -3.0621 -2.6433 3.3067
H -6.0139 -2.6369 0.1188
H -5.4189 -2.4034 2.5505
H -4.9868 -3.4443 -2.2908
H 0.0090 -1.5600 -4.9708
H -2.2939 -1.2827 -5.8704
H -4.2900 -2.0148 -4.5281
N -1.6857 -3.1538 -1.0294
Ru 0.4375 -0.1378 0.1287
C -0.8230 -3.1458 1.6444
H -0.3646 -3.6970 0.8122
H -0.7173 -3.7058 2.5844
C 0.6842 -2.6486 -2.4394
H 0.5341 -3.4120 -1.6640
H 1.4077 -2.9958 -3.1909
P 0.1644 -1.5838 1.7518
P 1.3995 -1.2085 -1.5225
C 1.6721 -0.0202 -2.8762
H 2.3370 0.7755 -2.5222
H 2.1131 -0.5177 -3.7498
H 0.7067 0.4177 -3.1556
C 3.0650 -1.7669 -1.0714
H 3.6339 -2.0409 -1.9697
H 3.5553 -0.9380 -0.5420
H 2.9864 -2.6302 -0.3993
C -0.6571 -0.7184 3.1285
H -0.8909 -1.4139 3.9448
H 0.0025 0.0787 3.4899
H -1.5859 -0.2715 2.7547
C 1.7521 -2.1213 2.4431
H 2.3762 -1.2252 2.5650
H 1.5999 -2.6200 3.4096
H 2.2386 -2.8076 1.7394
C -1.2946 -0.2228 -0.5216
O -2.3901 -0.0641 -0.9021
H -2.4595 -3.9111 -1.4149
C 3.6954 2.2638 1.6539
C 2.3190 1.9223 1.0829
O 2.1879 0.5638 0.8689
C 1.2510 2.4248 2.1117
F 1.3735 3.7458 2.4075
F -0.0471 2.2147 1.7188
F 1.4249 1.7415 3.2876
C 2.1648 2.7082 -0.2630
F 2.3435 4.0485 -0.1229
F 3.1300 2.2727 -1.1339
F 0.9558 2.5214 -0.8843
H 3.8240 1.7391 2.6038
H 3.7626 3.3425 1.8082
H 4.4622 1.9363 0.9474

Computed Mulliken charges, given in elementary charges: -0.17 -0.61 1.14 0.66 -0.85 -0.95 -1.87 0.68 1.09 -0.65 -0.17 -0.95 -0.83 0.50 0.51 0.42 0.49 0.52 0.43 0.51 0.23 0.27 -0.97 0.41 0.69 -0.98 0.44 0.69 1.04 1.05 -1.42 0.32 0.48 0.41 -1.34 0.51 0.31 0.35 -1.45 0.47 0.33 0.42 -1.33 0.29 0.51 0.35 0.32 -0.43 0.65 -1.82 0.53 -0.40 0.72 -0.24 -0.26 -0.29 0.72 -0.24 -0.29 -0.25 0.42 0.42 0.43

Density functional theory data (ωB97M-V/def2-TZVPD) for a 3-piece molecular cluster, C4H15NO3 overall at a distorted geometry.

Output
Expectation value of S²: 0.7543
2S+1: 2
Energy in Eh: -441.53168
Net charge: +1
HOMO-LUMO gap (alpha / beta) in eV: 11.508 / 6.590
ΔE to the lowest compared entry with this formula, charge and spin in eV: 1.145

Element x y z (Å)
C 1.1538 1.0058 -1.2701
C 0.8371 -0.2246 -0.3756
C 0.8132 -1.5725 -1.0840
N -0.3141 0.1433 0.5086
C -1.6201 0.4078 -0.0998
O -2.6579 0.0669 0.7726
H 1.0871 0.7177 -2.3117
H 0.4895 1.8633 -1.1043
H 2.1501 1.3965 -1.0238
H 1.6039 -0.2931 0.3876
H -0.1327 -1.7968 -1.5869
H 1.5579 -1.4778 -1.8603
H 1.1715 -2.3823 -0.4486
H 0.0500 0.9271 1.0771
H -1.6857 1.4448 -0.4106
H -1.7582 -0.3024 -0.9078
H -2.6553 0.6268 1.5636
H 1.4093 2.6989 1.1595
H 0.7806 3.0337 2.5400
O 0.5929 2.6361 1.6714
H -1.0535 -2.1995 1.0631
H -0.6350 -3.5806 0.5431
O -1.1843 -3.1391 1.1969

Computed Mulliken charges, given in elementary charges: -1.27 0.56 -1.56 0.14 -0.37 -0.49 0.42 0.39 0.33 0.24 0.36 0.50 0.34 0.36 0.36 0.33 0.34 0.32 0.32 -0.66 0.33 0.33 -0.62

Among the records above, which one has the lowest ΔE to the lowest compared entry with this formula, charge and spin?
C3H6O2

Look up the energy of the fourth one.
-325.59651 Eh